Density functional theory data (ωB97M-V with the def2-TZVPD basis set) for C11H18O5S2Tm as an isolated structure in a non-equilibrium geometry.

Structure (XYZ):
```
37
C11H18O5S2Tm (ωB97M-V with the def2-TZVPD basis set)
C 0.21 -1.48 1.41
C -1.14 -0.87 0.75
C -1.78 0.15 1.81
O -0.95 1.28 2.15
C -0.73 2.15 1.06
O -1.58 2.52 0.24
C 0.75 2.75 0.91
S 1.39 2.78 -0.82
C 2.86 1.64 -0.96
C 3.16 0.62 0.23
C 3.62 -0.70 -0.55
O 2.76 -0.79 -1.72
C 2.27 0.54 -2.02
O -2.10 -2.02 0.67
C -2.81 -2.02 -0.53
O -2.46 -2.86 -1.45
C -4.08 -1.10 -0.85
S -3.64 0.59 -1.52
H 0.91 -1.84 0.60
H -0.11 -2.30 2.13
H 0.71 -0.66 2.03
H -0.95 -0.42 -0.28
H -1.90 -0.46 2.78
H -2.86 0.45 1.53
H 1.43 2.19 1.63
H 0.68 3.84 1.29
H 3.87 2.11 -1.22
H 3.77 0.95 1.13
H 2.14 0.40 0.71
H 3.80 -1.65 0.05
H 4.63 -0.37 -0.99
H 2.51 0.78 -3.10
H 1.12 0.51 -1.94
H -4.75 -1.06 0.07
H -4.67 -1.63 -1.68
H -2.25 0.67 -1.59
Tm -3.86 -4.68 -1.99
```

Computed properties:
ΔE to the lowest compared entry with this formula, charge and spin (eV): 3.131
2S+1: 3
LUMO energy (spin up / spin down) (eV): -11.876 / -12.198
<S²>: 2.0052
Calculated total energy (Eh): -2686.44922
Total charge: +3
HOMO energy (spin up / spin down) (Eh): -0.654 / -0.649

Mulliken atomic charge list, values in e, 2 entries: atom 1 (C): -1.31, atom 2 (C): 0.84